# 1
DFT (ωB97M-V/def2-TZVPD) results for a structure of composition C26H48O22PS3Tl in a non-equilibrium geometry.

Atoms and positions in Å:
Tl: 3.76508 -4.30974 -2.75242
S: 10.36788 1.89893 -0.76391
S: 2.06451 -7.91127 2.95182
S: -1.49328 -8.78670 -3.21076
P: 0.75771 -0.50538 -1.62721
O: -4.56402 -0.83533 4.94775
O: -0.24602 0.68181 -1.31444
O: 10.92000 3.09133 -1.40914
O: 3.04688 -7.13296 2.08360
O: 3.26108 7.56693 -6.10649
O: 4.37621 1.57286 4.96428
O: 0.27883 -1.95383 -1.17007
O: -4.56387 8.24965 0.28672
O: 4.60872 3.28203 3.66560
O: -5.76662 7.14390 -1.15301
O: 2.28226 -0.42116 -1.25786
O: -5.47366 0.63772 -5.70437
O: -5.63413 9.27770 -1.39066
O: -7.21605 0.42633 -7.12201
O: 1.70929 6.63850 -4.78040
O: -4.49229 -3.03328 4.62317
O: -0.14225 -8.01659 -3.35109
O: -3.76711 -2.26371 6.62186
O: 3.78643 6.31556 -4.22157
O: 1.01208 -0.82828 -3.13338
O: -6.22343 -1.36761 -6.02731
O: 6.35555 2.51992 5.01764
C: 8.49578 2.19426 -0.56825
C: -0.84731 -10.47526 -2.92913
C: -4.95645 6.10075 -0.59467
C: 1.06259 -6.73256 3.92801
C: 3.03886 -8.65940 4.28498
C: 2.95654 6.79431 -2.00039
C: -4.06701 6.92680 0.38982
C: 2.03376 1.49337 5.23226
C: -6.41229 -0.11671 -6.29362
C: 3.19860 1.63760 4.19073
C: -5.23737 -1.58132 -5.04873
C: 3.19886 2.92723 3.58839
C: -2.10606 -8.36757 -1.46972
C: -4.33180 6.48212 1.84662
C: 2.95337 6.99140 -5.11259
C: 1.70543 5.57094 -3.87096
C: -4.30675 -2.06816 5.49055
C: -4.79636 -0.20024 -4.70730
C: 5.20207 2.51143 4.63783
C: -5.67350 -3.34209 2.66587
C: -4.28271 -2.57899 -5.64805
C: -4.89518 -1.05655 3.65229
C: -5.26199 8.31901 -0.83471
C: -4.60522 -2.56497 3.32346
C: 10.78109 2.08279 1.06761
C: 3.05577 5.83331 -3.14290
H: 2.34335 0.54431 5.66990
H: -5.61897 5.39114 -0.09907
H: 7.93616 2.20525 -1.50357
H: 2.48536 3.71131 3.84183
H: -2.98951 6.96398 0.22947
H: -5.93567 -0.89084 3.37296
H: -3.86531 5.49797 1.89066
H: -5.32794 -4.37426 2.72342
H: 8.01927 1.60761 0.21716
H: 0.22308 -10.43477 -2.72734
H: 3.35874 4.85390 -2.77267
H: -2.99102 -7.75813 -1.65281
H: 0.08362 -7.18075 4.09783
H: 2.66208 6.39767 -1.02876
H: -4.51629 -3.64143 -5.57907
H: -4.36941 5.49985 -1.28923
H: 1.66486 4.72670 -4.55924
H: 3.19835 -7.98335 5.12499
H: 0.86725 5.54150 -3.17476
H: -4.18498 -0.44871 3.09171
H: 3.93425 7.27296 -1.94480
H: -3.35178 -2.65279 -5.08589
H: 1.04171 1.44056 4.78377
H: -5.86706 -3.13782 1.61282
H: 8.40855 3.20638 -0.17316
H: -6.63955 -3.27327 3.16597
H: -1.40518 -10.76129 -2.03746
H: 11.85001 2.26202 1.18330
H: 1.47251 -6.34101 4.85900
H: 2.87025 2.68984 2.57658
H: 2.13078 2.27332 5.98750
H: 10.28390 3.00125 1.37956
H: 3.90378 -9.11053 3.79867
H: 0.95638 -5.85636 3.28841
H: -3.74930 -0.01058 -4.94350
H: 10.54815 1.26756 1.75263
H: -4.79308 0.10494 -3.66090
H: -2.40286 -9.16613 -0.78977
H: 2.54809 -9.55775 4.65942
H: -3.93669 7.13430 2.62550
H: -5.40880 6.47538 2.01428
H: -5.62607 -1.92959 -4.09181
H: 3.21345 0.81802 3.47228
H: -3.71711 -2.65229 2.69757
H: 2.18935 7.50543 -2.30669
H: -1.34866 -7.82138 -0.90747
H: -1.02781 -11.05156 -3.83654
H: -4.03269 -2.41765 -6.69665

Calculated values
- HOMO-LUMO gap: 5.419 eV
- Highest occupied orbital energy: -0.3309 Eh
- ΔE to the lowest compared entry with this formula, charge and spin: 928.5 kJ/mol

Results of the Mulliken charge analysis, in e, for atoms 1 through 99: 0.993 0.484 0.496 0.483 0.923 -0.298 -0.625 -0.569 -0.630 -0.505 -0.334 -0.453 -0.355 -0.327 -0.339 -0.454 -0.335 -0.516 -0.613 -0.355 -0.315 -0.639 -0.595 -0.386 -0.386 -0.326 -0.574 -0.941 -0.709 -0.419 -0.881 -0.872 -1.237 0.395 -1.314 0.693 0.295 0.562 -0.379 -0.862 -1.402 0.641 -0.520 0.656 -0.437 0.674 -1.499 -1.380 -0.430 0.686 0.551 -0.905 0.362 0.343 0.300 0.326 0.278 0.318 0.298 0.360 0.335 0.347 0.255 0.426 0.284 0.307 0.346 0.353 0.269 0.314 0.285 0.306 0.300 0.320 0.386 0.387 0.389 0.308 0.372 0.255 0.324 0.325 0.285 0.345 0.280 0.320 0.305 0.245 0.347 0.312 0.340 0.343 0.349 0.355 0.211 0.321 0.235 0.287 0.291



# 2
DFT (ωB97M-V/def2-TZVPD) results for a structure of composition C26H49CdF8N9O5PS2 in a non-equilibrium geometry.

Atoms and positions in Å:
Cd: -1.73152 1.40206 5.11304
S: 0.02444 -0.28953 7.29676
S: -2.06283 0.20236 8.14558
P: -1.16838 1.90544 -3.43629
F: -0.77235 3.46620 -3.57417
F: -0.58947 1.91961 -1.88645
F: -1.77785 0.37730 -3.16318
F: -3.31209 1.14751 7.77738
F: 0.22472 1.33863 -3.87891
F: -1.64853 1.85675 -5.02909
F: 0.74945 0.08073 5.87766
F: -2.65360 2.42496 -2.95391
O: 0.93256 0.41246 8.18470
O: -2.68985 -1.07341 8.43475
O: -0.00271 -1.72982 7.28072
O: -1.56468 0.92786 9.29524
O: -1.42696 0.72535 3.16916
N: 2.82589 -4.39215 1.29169
N: 1.85343 4.70124 -1.46455
N: -4.65222 0.18136 -0.31972
N: -4.03641 2.27108 0.26600
N: 1.68629 -3.38018 2.98082
N: 0.08045 -2.12883 -1.95367
N: 1.08086 -2.73977 -3.87338
N: -1.41610 0.52784 6.73595
N: 2.88799 3.96786 -3.45295
C: 2.81447 -5.45147 -1.00876
C: -0.22895 -3.47555 -2.21915
C: -3.33122 3.32172 0.91729
C: 2.00852 -2.83895 -4.96205
C: 0.34225 5.85438 0.06260
C: -5.59858 1.11411 -0.75225
C: -0.20408 0.40105 2.59652
C: 3.48898 -5.36478 0.40027
C: 3.31364 -2.02915 -4.65149
C: 1.88157 -4.58429 2.29736
C: 2.38312 5.85335 -2.09662
C: 3.06032 5.33765 -3.25578
C: 3.34221 3.18646 -4.54536
C: -4.55843 -2.05900 0.82420
C: -3.63141 0.94908 0.24475
C: 2.43327 -2.42520 2.22545
C: -4.72687 -1.22790 -0.49679
C: 0.60763 -3.07115 3.86467
C: 0.27543 1.46093 1.62256
C: 1.08177 4.59871 -0.22185
C: 0.81989 -1.65639 -3.00407
C: 2.17406 3.63825 -2.27985
C: -5.11438 2.40041 -0.51480
C: 0.38959 -3.82953 -3.41099
C: 3.07125 -2.96585 1.19557
C: -0.29980 -1.37458 -0.75291
H: 2.18551 6.85002 -1.73056
H: -6.49026 0.81973 -1.28578
H: 1.50344 -2.47479 -5.85670
H: 3.46549 -6.34486 0.87670
H: 1.81749 -5.85107 -1.19437
H: 2.85704 -4.48882 -1.51827
H: 2.82938 2.24274 -4.73106
H: -4.83171 -3.08129 0.56279
H: -3.99032 -1.56811 -1.22470
H: 0.32375 -0.48265 -0.81404
H: 2.31665 -3.85876 -5.19255
H: 1.22460 1.16747 1.17418
H: 3.39252 -6.20923 -1.53767
H: -2.72717 0.70079 0.78057
H: -5.72540 -1.45486 -0.87031
H: -2.39472 3.02329 1.38847
H: -0.17063 -0.48943 1.96880
H: 3.14222 3.78439 -5.43451
H: -0.39152 1.65671 0.78295
H: -0.91907 -3.99952 -1.57448
H: 0.51510 0.20432 3.39161
H: 0.40658 -4.82847 -3.82115
H: 0.02148 -2.00287 0.07784
H: 0.37322 2.36397 2.22510
H: 4.15449 -2.37834 -5.25079
H: -3.55538 -2.15899 1.23890
H: 1.86235 2.65319 -1.96540
H: -3.21584 4.11770 0.18163
H: -5.26589 -1.69112 1.56735
H: 2.16224 -1.40608 2.45856
H: 0.07182 -4.00283 4.04627
H: -0.37362 5.58718 0.83992
H: 4.42889 3.10491 -4.52125
H: 0.95898 -2.61624 4.79080
H: -5.55278 3.33933 -0.81915
H: 1.69658 4.24954 0.60773
H: 3.77044 -2.14118 -3.66819
H: -0.32306 6.22180 -0.71873
H: 1.46762 -5.52141 2.63920
H: 3.63781 -2.44963 0.43469
H: 3.67184 5.89732 -3.94803
H: -0.13010 -2.51737 3.28399
H: -3.99555 3.69760 1.69542
H: 4.56460 -5.19908 0.33955
H: 3.29600 -0.94374 -4.74983
H: 0.95234 6.68415 0.41948
H: 1.33490 -0.71524 -3.12818
H: -1.36009 -1.13316 -0.82761
H: 0.37260 3.77816 -0.33079

Calculated values
- HOMO-LUMO gap (alpha / beta): 6.508 / 2.625 eV
- Highest occupied orbital energy (alpha / beta): -0.6632 / -0.6632 Eh
- Charge: +4
- 2S+1: 2

Results of the Mulliken charge analysis, in e, for atoms 1 through 99: 0.951 1.047 0.968 1.532 -0.355 -0.540 -0.348 -0.332 -0.440 -0.385 -0.307 -0.367 -0.452 -0.491 -0.489 -0.465 -0.929 0.217 0.331 0.269 0.379 0.160 0.640 0.306 0.097 0.252 -0.767 -0.439 -0.892 -0.381 -1.783 -0.500 1.114 -0.806 -1.101 -0.047 -0.054 -0.390 -0.731 -1.115 -0.684 -0.542 -0.345 -0.737 -0.695 0.704 -0.618 -0.486 -0.314 -0.700 -0.435 -0.697 0.528 0.442 0.320 0.410 0.329 0.094 0.291 0.438 0.193 -0.015 0.407 0.437 0.426 0.478 0.388 0.179 -0.948 0.363 -0.074 0.574 0.445 0.499 0.501 0.353 0.413 0.230 0.626 0.382 0.364 0.448 0.329 0.390 0.398 0.402 0.517 0.311 0.315 0.485 0.457 0.490 0.527 0.191 0.408 0.355 0.223 0.474 0.549



# 3
DFT (ωB97M-V/def2-TZVPD) results for a structure of composition C26H50BN7OPtSi2Te.

Atoms and positions in Å:
Pt: -0.32064 -0.07015 0.27501
Te: 2.21522 1.75085 -0.62904
Si: 1.62658 3.93105 -3.16998
Si: 4.71693 3.03874 1.25692
O: 2.41876 -0.90497 0.98477
N: -2.80224 -1.48210 -0.66381
N: -1.80309 -1.66126 0.23676
N: 3.19460 -2.14191 2.68895
N: -1.24815 -0.66421 -2.46885
N: -0.07540 -0.73865 -1.77070
N: -1.74156 1.36104 -0.31416
N: -2.69875 0.97899 -1.18556
C: -3.71031 -2.46753 -0.51163
C: 2.89605 5.07999 -2.42345
C: 2.09908 2.12111 -2.67930
C: 4.28171 2.05149 -0.33386
C: 0.32969 -1.28711 -3.88370
C: -4.77937 1.87106 -2.21303
C: 4.07158 2.03688 2.70359
C: 3.83140 4.68379 1.17708
C: -3.59817 1.96342 -1.31661
C: 6.56806 3.21352 1.27323
C: -3.20979 3.00876 -0.48317
C: -0.07982 4.22762 -2.46615
C: -1.23911 3.28031 1.18052
C: 2.32105 -1.28766 2.15249
C: -2.07708 -1.03845 -4.79180
C: -3.28285 -3.28522 0.52144
C: -2.04450 2.59053 0.13842
C: -1.16203 -3.25595 2.01553
C: -4.92279 -2.58853 -1.36222
C: 1.19958 -0.81068 3.04649
C: 0.88376 -1.13396 -2.61579
C: 1.64293 3.93970 -5.03212
C: 0.26657 0.15953 2.36495
C: -1.01398 -0.99501 -3.75251
C: -2.07557 -2.74743 0.95982
C: 2.28615 -1.42062 -2.21718
B: -2.63401 -0.44219 -1.79441
H: 2.62639 3.69456 -5.42843
H: -5.56211 -3.37763 -0.97294
H: 1.37741 4.92661 -5.40668
H: 3.94092 -2.51304 2.11941
H: -3.71680 3.94392 -0.34504
H: 1.32455 1.45593 -3.05973
H: 4.49376 2.40640 3.63677
H: -1.62510 -1.23519 -5.76114
H: -4.66110 -2.83765 -2.38889
H: 4.70266 1.04618 -0.29152
H: 2.92214 5.01675 -1.33388
H: 4.33384 0.98629 2.61702
H: -0.78764 3.47065 -2.80476
H: 0.66184 -1.67977 3.42899
H: 0.66694 1.17589 2.33694
H: -5.49150 -1.66147 -1.37482
H: 2.98728 2.12121 2.78779
H: -1.50334 2.92105 2.17505
H: -5.34632 2.79674 -2.16581
H: -0.73800 0.14351 2.79810
H: 6.88658 3.74577 2.16718
H: 0.92572 3.23016 -5.44159
H: -5.43310 1.05246 -1.91590
H: 4.63892 2.54531 -1.23586
H: 1.65584 -0.32691 3.91939
H: -1.18049 -4.34303 2.02922
H: 3.89612 4.87475 -2.80330
H: 3.10980 -2.46233 3.63845
H: 2.49179 -2.48261 -2.35704
H: -1.43013 4.35032 1.15540
H: -3.77152 -4.16485 0.89355
H: -1.46530 -2.90990 3.00409
H: 6.92483 3.77585 0.41309
H: 2.46988 -1.19910 -1.16939
H: 2.66346 6.11320 -2.67517
H: 3.90638 5.19827 2.13364
H: 2.98663 -0.87381 -2.84937
H: -4.47942 1.70053 -3.24530
H: -0.13805 -2.93920 1.81566
H: -2.62001 -0.09704 -4.84718
H: -3.49130 -0.56642 -2.60187
H: -0.16802 3.11784 1.03558
H: 2.76526 4.56979 0.96293
H: 7.06551 2.24564 1.27315
H: 4.25774 5.34149 0.42131
H: -0.08228 4.22964 -1.37688
H: 3.06051 1.83900 -3.10469
H: -0.45831 5.19652 -2.78716
H: 0.83582 -1.60551 -4.77399
H: -2.79718 -1.82904 -4.58417

Calculated values
- HOMO-LUMO gap (alpha / beta): 8.898 / 5.810 eV
- Highest occupied orbital energy (alpha / beta): -0.4965 / -0.5117 Eh
- Charge: +2
- ΔE to the lowest compared entry with this formula, charge and spin: 44.9 kJ/mol
- 2S+1: 5

In the Mulliken picture, each atom carries the following charge in e: 2.252 -0.540 -0.035 -0.024 -0.462 0.742 -0.221 -0.394 1.183 -0.607 -0.525 1.122 0.884 -0.670 -0.158 -0.896 -1.416 -1.325 -0.798 -1.011 0.813 -1.056 -1.345 -0.675 -1.201 0.412 -1.417 -1.476 0.502 -1.228 -1.270 -1.131 0.466 -1.111 -0.830 0.791 0.573 -0.880 -1.315 0.368 0.369 0.364 0.262 0.522 -0.316 0.476 0.407 0.265 0.558 -0.091 0.213 0.129 0.439 0.425 0.255 0.189 0.320 0.408 0.621 0.348 0.356 0.236 0.638 0.514 0.470 0.345 0.197 0.421 0.438 0.520 0.255 0.346 -0.018 0.464 0.455 0.293 0.263 0.111 0.279 -0.081 0.049 0.289 0.346 0.347 0.100 0.730 0.547 0.584 0.250



# 4
DFT (ωB97M-V/def2-TZVPD) results for a cluster of 10 separate species, C26H50Br8Cl6O4 in total in a non-equilibrium geometry.

Atoms and positions in Å:
Br: 0.18062 5.43289 -0.67590
Br: 5.24045 -4.64270 -0.80040
Br: 0.86220 -3.57342 -1.97638
Br: -6.03631 1.07855 3.16709
Br: 2.56522 -0.44561 4.54213
Br: 2.60588 2.33409 2.01610
Br: -2.76615 -2.30017 2.86870
Br: -1.94787 0.56867 5.25274
Cl: 6.35488 -1.44479 2.39986
Cl: -5.33568 4.12951 1.15384
Cl: -2.91618 2.67626 1.95058
Cl: -3.12470 3.90449 -0.70834
Cl: 3.59887 -1.95657 1.64754
Cl: 5.33397 -0.46918 -0.10626
O: -2.86061 0.87993 -3.68169
O: -0.68425 0.05466 1.24884
O: 1.85945 -4.57736 1.99787
O: 0.33202 2.78813 -5.23953
C: 1.69437 -4.23641 4.28613
C: 3.07961 -4.66556 3.96515
C: 1.80402 3.04283 -3.45379
C: 0.48292 -0.72324 0.97215
C: -0.24450 0.09847 -1.02889
C: -4.84033 0.85431 -5.01787
C: 4.94284 -0.70108 1.58342
C: 1.05235 -0.14381 -0.29426
C: 0.38462 2.49121 -3.82021
C: -4.81054 -0.47884 3.53405
C: 0.97215 -4.03409 2.92902
C: 3.28857 -4.69894 -1.14881
C: -3.59612 4.00821 0.97707
C: 1.30866 3.68527 -5.71544
C: 2.47638 3.27146 -4.75435
C: -3.91548 -0.79227 2.30629
C: 1.42121 4.01188 -0.08859
C: -5.15239 0.41105 -3.57307
C: -1.21054 0.53492 0.04652
C: 2.79496 -3.37873 -1.84665
C: 1.22129 3.62244 1.41134
C: 2.78489 -5.39055 2.69212
C: -0.23174 -0.32871 4.65841
C: 0.92962 0.64403 4.88595
C: -3.96292 0.96510 -2.81463
C: -3.30044 0.91498 -5.04981
H: -0.45204 2.88577 -3.24365
H: -3.63048 0.45536 -1.91034
H: 1.66048 3.93126 -2.83882
H: 0.84223 1.46053 4.16915
H: 1.34787 4.55809 1.95600
H: 0.90168 0.97580 5.92385
H: 3.72954 -3.82190 3.73292
H: -0.66747 -0.79126 -1.49536
H: 2.93132 2.33674 -5.08213
H: 1.63130 -0.90844 -0.81220
H: 4.70215 0.29604 1.95210
H: 3.66572 -5.27165 4.65597
H: 0.76155 -2.98083 2.74357
H: -0.15426 -1.24860 5.23798
H: 1.29628 3.05028 -0.58640
H: 0.22478 3.20317 1.55016
H: 3.08569 -2.44398 -1.36727
H: -5.24810 0.16816 -5.76018
H: -3.00649 1.90962 -5.38504
H: -5.49656 -1.28872 3.78218
H: 3.02260 -3.32783 -2.91140
H: 2.26267 -6.32444 2.90006
H: -0.01300 -4.49181 2.83919
H: -6.11744 0.82729 -3.28404
H: 1.17230 -0.71307 1.81640
H: 0.97969 4.70287 -5.50482
H: -4.21673 -0.36890 4.44147
H: -4.07517 2.02052 -2.56645
H: -2.14682 0.04867 -0.22743
H: 1.66755 0.73387 -0.09599
H: -1.33962 1.61724 0.04211
H: -2.98682 0.11291 -5.71797
H: 1.70323 3.55670 -6.72335
H: -4.60450 -1.01336 1.49115
H: -5.34916 1.79834 -5.21279
H: -5.10296 -0.67672 -3.52391
H: 2.45135 2.36968 -2.89171
H: -3.43222 0.14678 2.03660
H: 3.23368 4.04970 -4.65975
H: 1.79862 -3.36473 4.93221
H: -0.32416 -0.52618 3.59043
H: -3.16401 4.93120 1.36368
H: 1.15866 -4.97489 4.88259
H: 2.84273 -4.90269 -0.17525
H: 2.38114 4.45657 -0.35106
H: -0.02413 0.84382 -1.79308
H: 0.48006 1.40649 -3.77141
H: 0.21820 -1.77577 0.87113
H: 3.04974 -5.47847 -1.87228
H: 3.71441 -5.58013 2.15532

Calculated values
- HOMO-LUMO gap: 9.600 eV
- Highest occupied orbital energy: -0.3464 Eh

In the Mulliken picture, each atom carries the following charge in e: -0.162 -0.191 -0.151 -0.197 -0.138 -0.150 -0.136 -0.148 -0.126 -0.135 0.003 -0.058 -0.022 -0.108 -0.295 -0.427 -0.468 -0.464 -0.499 -0.418 0.018 0.492 0.720 -0.686 0.217 0.811 0.072 -0.643 0.812 -0.221 -0.163 -0.537 -0.770 0.188 -0.198 -0.522 0.527 -0.340 -0.281 -0.524 -0.168 -0.175 0.292 -0.472 0.139 -0.204 -0.037 0.053 0.586 0.490 0.055 0.391 0.306 -0.700 -0.055 0.413 -0.815 0.417 -0.214 0.052 0.016 0.338 0.300 0.426 0.476 0.305 0.328 0.316 -0.305 0.288 0.231 -0.009 -0.241 0.028 -0.223 0.315 0.347 0.501 0.263 0.313 0.214 -0.400 0.376 0.191 -0.213 0.356 0.287 -0.012 0.503 -0.925 0.021 -0.281 0.475 0.362



- What is the formula in the fourth record?
  C26H50Br8Cl6O4



- Which formula does entry 1 have?
  C26H48O22PS3Tl